# 1
Below is a single C5H3N molecule, with properties calculated with the ωB97M-V functional and the def2-TZVPD basis.

The calculation puts the HOMO-LUMO gap at 7.6 eV. The energy comes out at -6717.43324 eV. The value obtained for the energy relative to the best compared isomer or geometry (same formula, charge and spin) is 317.4 kJ/mol.

```
9
Properties=species:S:1:pos:R:3:forces:R:3
C 0.595788 -0.734996 0.056438 -0.01 1.15 0.17
C 1.221487 0.494308 -0.132565 0.09 -0.27 0.95
C -1.575316 0.675266 0.050312 1.73 -1.89 -1.15
C -0.906794 -0.654077 0.027731 -0.75 1.02 1.33
C 1.819401 1.544880 0.092670 0.92 0.45 -0.91
N -2.046096 1.699940 -0.021064 -1.15 2.18 0.14
H -1.029647 -1.155413 -0.950709 -0.82 -0.17 0.49
H -1.490543 -1.036448 0.923823 1.26 -1.28 -1.28
H 2.580895 2.360387 0.118056 -1.28 -1.18 0.25
```
Positions in Å, forces in eV/Å.



# 2
Below is a single C5H3N3 molecule, with properties calculated with the ωB97M-V functional and the def2-TZVPD basis.

The calculation puts the HOMO-LUMO gap at 9.4 eV. The energy comes out at -9696.03662 eV. The value obtained for the energy relative to the best compared isomer or geometry (same formula, charge and spin) is 654.5 kJ/mol.

```
11
Properties=species:S:1:pos:R:3:forces:R:3
C -3.479630 1.056690 -0.337727 1.61 -2.75 0.24
C -2.674147 0.145982 -0.214197 -0.84 2.81 -0.09
C -0.333402 -0.437423 -0.019604 -0.25 0.27 0.52
C 0.823497 -0.319488 0.273091 6.03 1.42 -0.74
C 3.718542 0.275230 -0.107769 -7.90 -1.45 1.44
N 4.832542 0.450240 -0.159846 2.80 0.53 -0.60
N -1.647785 -0.725138 -0.147977 -0.12 -1.67 -1.35
N 2.353744 0.022938 0.492498 -0.02 -1.85 2.18
H -4.403874 1.533030 -0.400402 -0.66 0.85 0.04
H -1.826862 -1.512674 -0.796064 0.32 0.43 0.80
H 2.637375 -0.489386 1.417993 -0.99 1.42 -2.44
```
Positions in Å, forces in eV/Å.



# 3
Below is a single C5H3N3O2 molecule, with properties calculated with the ωB97M-V functional and the def2-TZVPD basis.

The calculation puts the HOMO-LUMO gap at 10.3 eV. The energy comes out at -13795.33950 eV. The value obtained for the energy relative to the best compared isomer or geometry (same formula, charge and spin) is 304.0 kJ/mol.

```
13
Properties=species:S:1:pos:R:3:forces:R:3
C -4.005838 -0.412659 -0.084903 0.77 0.13 0.10
C -2.823794 -0.186026 0.016096 -1.18 -0.24 -0.08
C -1.435770 0.101192 0.123821 0.51 -0.13 -0.40
N -0.431467 -0.716495 0.222956 -0.28 -0.30 0.68
C 0.631479 0.135894 0.285743 -0.12 1.05 -0.02
N 0.309048 1.389309 0.116303 0.64 -0.13 0.54
O -1.048445 1.380828 0.047615 -0.68 0.21 -0.14
C 2.062979 -0.309622 0.428232 -0.74 -2.97 1.08
N 2.887829 0.102806 -0.541272 1.50 -0.10 -1.56
H -5.059110 -0.623068 -0.166069 0.49 0.10 0.03
O 2.350941 -1.263031 1.144464 -0.77 1.16 -0.55
H 3.117828 1.082017 -0.649700 -0.15 -0.37 -0.52
H 3.444317 -0.681151 -0.943283 -0.01 1.59 0.83
```
Positions in Å, forces in eV/Å.



# 4
Below is a single C5H3NO molecule, with properties calculated with the ωB97M-V functional and the def2-TZVPD basis.

The calculation puts the HOMO-LUMO gap at 10.2 eV. The energy comes out at -8767.91380 eV. The value obtained for the energy relative to the best compared isomer or geometry (same formula, charge and spin) is 201.9 kJ/mol.

```
10
Properties=species:S:1:pos:R:3:forces:R:3
O -2.122619 -0.610043 0.700530 -0.05 -0.70 0.48
C -1.204243 0.013851 0.249001 -0.20 -0.67 -0.34
C -0.006904 -0.721613 -0.383053 -0.48 0.06 0.01
C 1.351199 -0.364747 -0.000937 0.60 0.55 0.41
C 2.468441 -0.064626 0.333457 -0.77 -0.17 -0.22
C -1.532771 1.432491 0.121663 -0.57 2.76 -0.63
N -2.051918 2.468569 -0.029270 1.32 -2.06 0.35
H -0.141325 -0.588282 -1.463580 0.09 -0.01 0.02
H -0.212464 -1.777428 -0.158713 0.10 0.28 -0.06
H 3.452600 0.211829 0.630899 -0.03 -0.04 -0.03
```
Positions in Å, forces in eV/Å.



In the order shown, the computed highest occupied orbital energy values come out to -9.246 -9.281 -10.238 -10.716 eV.